Here is a cluster of 9 separate species, C26H73N6O14 in total in a non-equilibrium geometry from OMol25. Energies are from the ωB97M-V functional and the def2-TZVPD basis.

Highest occupied orbital energy (eV): -6.47
LUMO energy (Eh): 0.086
ΔE to the lowest compared entry with this formula, charge and spin (kcal/mol): 70.9

ORCA input file:
```
! wB97M-V def2-TZVPD RIJCOSX def2/J DEFGRID3
* xyz -1 1
N -9.89 14.73 2.48
O -9.33 13.66 2.73
O -11.06 14.90 2.88
O -9.33 15.53 1.74
C -12.95 11.14 5.24
C -11.98 12.13 4.49
O -12.77 12.83 3.55
O -13.91 11.70 6.03
H -12.34 10.50 5.87
H -13.51 10.51 4.55
H -11.12 11.64 4.02
H -11.49 12.82 5.18
H -12.31 13.67 3.41
H -13.90 11.27 6.88
C -13.35 16.36 0.03
C -13.01 14.81 0.03
O -13.79 14.10 -0.91
O -12.55 17.01 -0.98
H -13.02 16.73 1.00
H -14.43 16.53 0.02
H -13.09 14.35 1.01
H -11.96 14.68 -0.22
H -13.33 13.30 -1.20
H -11.67 17.17 -0.63
C -8.10 11.60 5.15
C -7.94 12.73 6.20
O -8.92 12.59 7.21
O -7.53 10.42 5.62
H -7.81 11.90 4.15
H -9.16 11.39 5.03
H -8.26 13.63 5.67
H -6.93 12.82 6.60
H -8.87 13.30 7.84
H -7.66 9.75 4.94
C -9.14 11.27 -0.61
C -10.37 10.78 0.25
C -9.91 10.12 1.57
O -11.04 9.52 2.21
C -10.82 8.83 3.42
N -11.19 11.94 0.40
H -8.53 10.43 -0.95
H -8.51 11.93 -0.02
H -9.46 11.80 -1.50
H -11.03 10.15 -0.34
H -9.44 10.85 2.22
H -9.23 9.28 1.41
H -10.61 7.76 3.35
H -11.71 8.77 4.05
H -10.11 9.30 4.10
H -10.72 12.72 0.85
H -11.87 11.63 1.08
C -5.00 13.75 3.99
C -5.73 14.55 2.95
C -6.07 13.62 1.74
O -4.94 13.44 0.81
C -4.85 12.11 0.39
N -6.93 15.04 3.53
H -4.07 13.64 3.44
H -5.46 12.83 4.33
H -4.83 14.35 4.89
H -5.04 15.30 2.55
H -6.91 13.97 1.15
H -6.57 12.80 2.26
H -5.75 11.89 -0.19
H -4.80 11.35 1.17
H -3.99 12.06 -0.27
H -7.68 14.37 3.60
H -7.36 15.66 2.85
C -11.26 19.31 1.99
C -10.02 19.24 1.13
C -8.70 19.14 1.90
O -8.43 20.39 2.54
C -7.32 21.07 1.90
N -10.19 18.02 0.35
H -11.25 18.64 2.85
H -12.19 19.13 1.45
H -11.47 20.33 2.31
H -9.97 20.09 0.45
H -7.94 18.90 1.16
H -8.74 18.34 2.64
H -6.50 20.41 1.64
H -6.96 21.85 2.56
H -7.73 21.54 1.00
H -9.27 18.13 -0.05
H -10.12 17.22 0.97
C -16.96 14.63 7.47
C -16.07 15.55 6.54
C -14.56 15.34 6.67
O -13.87 16.34 5.85
C -12.46 16.03 5.85
N -16.60 15.32 5.23
H -18.03 14.61 7.26
H -16.80 14.77 8.54
H -16.61 13.60 7.38
H -16.25 16.59 6.85
H -14.21 14.32 6.53
H -14.28 15.49 7.72
H -11.90 16.67 5.17
H -12.42 15.03 5.40
H -12.01 16.11 6.84
H -16.28 16.06 4.61
H -17.61 15.42 5.29
C -6.59 14.65 -2.23
C -7.24 15.73 -1.34
C -7.19 17.18 -2.07
O -7.78 18.11 -1.22
C -8.08 19.40 -1.78
N -8.62 15.36 -1.19
H -6.45 13.70 -1.71
H -5.59 14.98 -2.51
H -7.27 14.51 -3.07
H -6.72 15.76 -0.39
H -7.58 17.09 -3.08
H -6.19 17.54 -2.34
H -7.28 19.85 -2.37
H -8.32 20.19 -1.07
H -8.90 19.16 -2.45
H -9.04 16.13 -0.69
H -8.44 14.79 -0.37
*
```

=====

Here is a structure of composition C2H2F3I in a non-equilibrium geometry from OMol25. Energies are from the ωB97M-V functional and the def2-TZVPD basis.

Highest occupied orbital energy (eV): -10.04
LUMO energy (Eh): -0.004
ΔE to the lowest compared entry with this formula, charge and spin (kcal/mol): 38.6

ORCA input file:
```
! wB97M-V def2-TZVPD RIJCOSX def2/J DEFGRID3
* xyz 0 1
C -1.00 -0.31 0.08
C 0.82 0.32 -0.01
F -1.78 0.16 -0.85
F 0.98 1.22 -1.05
F 0.91 1.03 1.17
I 2.26 -1.30 -0.31
H -1.22 0.24 0.93
H -0.97 -1.36 0.03
*
```

=====

Here is a cluster of 14 separate species, C34H55FN13O3S in total in a non-equilibrium geometry from OMol25. Energies are from the ωB97M-V functional and the def2-TZVPD basis.

Highest occupied orbital energy (eV): -1.13
LUMO energy (Eh): 0.065

ORCA input file:
```
! wB97M-V def2-TZVPD RIJCOSX def2/J DEFGRID3
* xyz -1 1
C 6.50 -0.02 0.19
C 5.53 0.37 -0.92
C 4.56 1.46 -0.49
F 3.69 1.69 -1.59
C 3.79 1.09 0.75
C 2.53 1.96 0.87
C 1.35 1.51 -0.01
C -0.01 1.54 0.72
C -0.86 0.30 0.52
S -1.74 0.25 -1.03
O -2.80 1.23 -1.08
O -0.88 0.24 -2.17
O -2.51 -1.20 -1.00
H 7.17 -0.79 -0.21
H 7.15 0.82 0.44
H 6.01 -0.42 1.07
H 4.93 -0.49 -1.22
H 6.13 0.68 -1.76
H 5.19 2.38 -0.38
H 4.43 1.39 1.59
H 2.23 1.93 1.92
H 2.78 3.01 0.64
H 1.52 0.56 -0.50
H 1.29 2.25 -0.81
H -0.55 2.46 0.52
H 0.20 1.56 1.79
H -1.64 0.27 1.28
H -0.27 -0.61 0.62
H -2.12 -1.70 -0.27
C -5.06 -1.37 0.50
C -3.82 -1.45 1.27
N -2.85 -1.47 1.89
H -5.91 -1.62 1.13
H -5.18 -0.36 0.12
H -5.02 -2.07 -0.33
C -2.51 -4.01 -2.85
C -3.29 -4.22 -1.63
N -3.89 -4.38 -0.66
H -2.63 -4.86 -3.51
H -2.86 -3.10 -3.35
H -1.46 -3.89 -2.60
C 0.81 -3.35 -1.45
C 1.34 -2.47 -0.41
N 1.76 -1.78 0.40
H 1.44 -4.23 -1.54
H -0.20 -3.66 -1.19
H 0.79 -2.82 -2.40
C -5.73 0.31 -2.90
C -6.68 0.24 -1.80
N -7.33 0.14 -0.86
H -5.86 -0.54 -3.57
H -5.89 1.23 -3.46
H -4.72 0.31 -2.50
C -4.40 1.95 2.68
C -3.89 3.00 3.55
N -3.49 3.83 4.23
H -3.62 1.21 2.48
H -5.24 1.45 3.17
H -4.74 2.37 1.74
C -3.65 -4.08 4.07
C -2.72 -4.95 4.79
N -2.00 -5.63 5.36
H -3.10 -3.27 3.59
H -4.17 -4.65 3.31
H -4.37 -3.66 4.76
C -10.32 1.34 -2.68
C -10.11 1.92 -4.00
N -9.95 2.37 -5.04
H -9.37 1.29 -2.14
H -11.02 1.95 -2.11
H -10.71 0.33 -2.78
C -4.37 3.79 -5.37
C -5.36 3.70 -4.30
N -6.12 3.63 -3.44
H -4.48 2.94 -6.04
H -4.52 4.71 -5.93
H -3.37 3.78 -4.95
C -2.18 7.10 5.37
C -1.49 7.91 4.37
N -0.96 8.55 3.58
H -3.08 7.61 5.70
H -2.44 6.13 4.96
H -1.52 6.96 6.23
C 1.33 -4.14 3.11
C 0.91 -4.86 1.91
N 0.59 -5.41 0.96
H 0.50 -3.55 3.49
H 1.66 -4.84 3.87
H 2.15 -3.46 2.85
C 8.39 3.83 -0.37
C 8.04 3.20 0.90
N 7.76 2.67 1.88
H 9.43 3.61 -0.61
H 7.75 3.44 -1.16
H 8.25 4.91 -0.29
C 7.92 -3.53 2.55
C 8.26 -2.99 1.24
N 8.53 -2.53 0.22
H 8.81 -3.59 3.17
H 7.19 -2.89 3.03
H 7.50 -4.53 2.43
C 8.93 -2.83 -3.45
C 7.95 -1.76 -3.28
N 7.18 -0.92 -3.15
H 8.56 -3.55 -4.17
H 9.87 -2.42 -3.80
H 9.09 -3.32 -2.49
*
```

=====

Here is a structure of composition C21H22AsNORhSbSe4 from OMol25. Energies are from the ωB97M-V functional and the def2-TZVPD basis.

Highest occupied orbital energy (alpha / beta) (eV): -6.80 / -7.22
LUMO energy (alpha / beta) (Eh): -0.007 / -0.060

ORCA input file:
```
! wB97M-V def2-TZVPD RIJCOSX def2/J DEFGRID3
* xyz 0 5
Rh 1.94 -0.11 1.60
Se 5.33 -4.70 2.72
Sb 4.83 -2.57 1.48
Se 2.47 -2.10 2.55
Se 4.11 0.14 0.93
Se 4.46 -3.90 -0.46
C 2.13 4.57 -1.06
N 1.59 3.86 0.08
C 0.68 4.56 0.98
C 1.86 2.59 0.30
O 1.39 1.96 1.26
H 2.66 5.47 -0.74
H 1.34 4.84 -1.76
H 2.84 3.92 -1.58
H 0.53 5.57 0.62
H 1.09 4.58 1.99
H -0.28 4.04 1.02
H 2.53 2.11 -0.42
C -4.35 0.71 2.16
C -3.23 0.72 2.96
C -2.01 0.26 2.47
C -1.93 -0.22 1.17
C -3.06 -0.23 0.36
C -4.27 0.23 0.85
As -0.20 -0.81 0.55
C -0.39 -2.68 0.17
C -1.60 -3.34 0.35
C -1.68 -4.71 0.12
C -0.55 -5.42 -0.27
C 0.66 -4.77 -0.42
C 0.75 -3.40 -0.20
C -0.10 0.05 -1.19
C 0.53 -0.54 -2.28
C 0.67 0.16 -3.47
C 0.19 1.46 -3.58
C -0.45 2.05 -2.50
C -0.59 1.35 -1.31
H -5.30 1.07 2.54
H -3.29 1.09 3.98
H -1.13 0.27 3.10
H -3.00 -0.59 -0.67
H -5.15 0.22 0.22
H -2.49 -2.81 0.66
H -2.63 -5.22 0.26
H -0.62 -6.49 -0.44
H 1.56 -5.31 -0.69
H 1.72 -2.93 -0.28
H 0.91 -1.55 -2.21
H 1.17 -0.31 -4.31
H 0.30 2.00 -4.51
H -0.85 3.05 -2.59
H -1.10 1.82 -0.48
*
```

=====

- Which formula does entry 3 have?
  C34H55FN13O3S